{"formula": "C13H20BFIN2O4", "method": "ωB97M-V with the def2-TZVPD basis set", "elements": ["C", "C", "F", "C", "N", "C", "C", "I", "C", "C", "C", "B", "O", "N", "C", "C", "H", "H", "H", "H", "H", "H", "H", "H", "H", "H", "H", "H", "H", "H", "H", "H", "C", "C", "O", "C", "O", "O", "H", "H", "H", "H"], "xyz": [[3.207, 1.959, 0.410], [3.995, 1.815, -0.972], [5.227, 1.083, -0.660], [3.174, 0.859, -2.007], [2.412, -0.204, -1.296], [3.201, -1.353, -0.862], [2.633, -2.550, -0.073], [3.922, -4.170, 0.566], [1.120, -2.539, 0.267], [0.294, -1.315, -0.196], [1.008, -0.155, -0.983], [0.065, 1.102, -1.380], [0.127, 1.891, -2.582], [-1.039, 1.438, -0.395], [-2.363, 1.365, -1.105], [-0.822, 2.776, 0.232], [2.215, 2.485, 0.203], [3.844, 2.628, 1.098], [3.055, 0.951, 0.953], [4.332, 2.794, -1.442], [2.585, 1.442, -2.785], [4.005, 0.308, -2.594], [4.318, -1.385, -1.118], [0.611, -3.378, 0.853], [-0.827, -1.218, 0.014], [0.506, 2.781, -2.394], [-3.188, 1.703, -0.373], [-2.583, 0.255, -1.332], [-2.407, 1.959, -2.078], [-1.683, 2.920, 0.990], [0.134, 2.731, 0.855], [-0.793, 3.625, -0.544], [-3.685, -3.172, 1.996], [-4.925, -2.442, 2.414], [-4.477, -1.098, 2.543], [-3.373, -0.966, 1.762], [-2.843, 0.079, 1.510], [-2.946, -2.175, 1.301], [-3.900, -4.021, 1.345], [-3.096, -3.520, 2.849], [-5.711, -2.481, 1.654], [-5.327, -2.810, 3.358]], "nbo_charge": [-0.670, 0.199, -0.389, -0.285, -0.302, 0.042, -0.210, 0.303, -0.144, -0.156, -0.092, 1.214, -0.945, -0.780, -0.436, -0.428, 0.216, 0.259, 0.235, 0.219, 0.275, 0.257, 0.274, 0.269, 0.304, 0.515, 0.238, 0.200, 0.198, 0.240, 0.200, 0.172, -0.103, -0.104, -0.471, 0.970, -0.582, -0.508, 0.211, 0.188, 0.193, 0.215], "e_tot_ev": -36460.9043, "e_lumo_ev": -4.773, "homo_ev": -11.479, "orbital_gap_ev": 6.706, "charge": 1}